Record 1
Molecular formula: C5H13NO
Method: DFT, wB97M-V/def2-TZVPD

## Properties
SMILES: CCC/C=C/N.O
Net charge: 0
DFT total energy in eV: -8931.78240

Geometry as XYZ:
```
20
Properties=species:S:1:pos:R:3:forces:R:3:mulliken_charge:R:1
C -1.671582 -2.076261 -0.664475 0.2 2.6 0.2 -1.296
C -1.393963 -0.893515 0.342668 -2.9 -1.0 1.3 0.210
C -0.267870 -0.985120 1.359746 2.4 -2.3 -1.1 -0.805
C 1.042459 -0.520322 0.694773 -1.6 3.5 1.3 -0.543
C 1.253461 0.808263 0.434523 0.3 -1.6 -0.5 -0.181
N 2.251619 1.160086 -0.562246 -2.4 0.4 1.6 -0.481
H -2.663573 -2.009010 -1.084289 -0.7 -0.1 0.5 0.369
H -1.470915 -2.990693 -0.227390 0.1 -2.0 0.9 0.378
H -1.099636 -2.010440 -1.566629 1.0 0.2 -0.4 0.349
H -1.287372 -0.005093 -0.235332 0.0 0.8 -0.1 -0.178
H -2.345977 -0.753372 1.009008 1.3 -0.3 -1.4 0.265
H -0.468509 -0.533582 2.310736 -0.2 0.8 0.2 0.374
H -0.044967 -2.056583 1.652144 -0.6 0.8 -0.3 0.289
H 1.789793 -1.203345 0.424789 0.7 -1.1 -0.6 0.338
H 0.592979 1.634978 0.827931 0.9 -1.1 -0.6 0.490
H 2.828538 0.364208 -0.711934 0.9 -0.1 -0.3 0.196
H 2.676019 2.039140 -0.348506 0.8 0.1 -0.1 0.221
O -0.825868 2.223016 -1.039421 -5.7 0.4 -1.4 -0.680
H 0.016555 1.905499 -1.112525 3.4 -1.6 -0.8 0.373
H -1.452337 1.715298 -1.690322 2.2 1.4 1.9 0.312
```
Forces are in eV/Å.

---

Record 2
Molecular formula: C4H6N2
Method: DFT, wB97M-V/def2-TZVPD

## Properties
Net charge: 0
DFT total energy in eV: -7219.66129

Geometry as XYZ:
```
12
Properties=species:S:1:pos:R:3:forces:R:3:mulliken_charge:R:1
C 2.010273 0.045712 0.142995 0.2 -0.5 0.2 -0.686
C -0.396061 -0.094258 0.063883 -0.1 0.0 0.0 0.428
C -1.538930 -0.954496 -0.363741 0.2 -0.2 -0.2 -0.389
N -1.391853 -0.478949 1.007179 0.2 0.1 0.1 -0.495
C -0.101241 1.221898 -0.369449 0.6 0.8 -0.2 0.083
N 0.564507 2.140569 -0.643852 -1.3 -0.4 0.1 -0.494
H 1.831375 0.172435 -0.906812 0.0 0.4 0.1 0.292
H 2.999852 -0.391657 0.347526 -0.8 -0.7 0.2 0.247
H 1.716441 0.748765 0.896116 0.0 0.3 -0.2 0.283
H -2.342916 -0.529504 -0.974051 0.4 0.0 0.1 0.257
H -1.398256 -2.023045 -0.499004 0.1 0.2 0.1 0.207
H -2.066514 0.241806 1.265504 0.4 0.0 0.0 0.266
```
Forces are in eV/Å.

---

Record 3
Molecular formula: C5H10N2
Method: DFT, wB97M-V/def2-TZVPD

## Properties
Net charge: 0
DFT total energy in eV: -8323.08024

Geometry as XYZ:
```
17
Properties=species:S:1:pos:R:3:forces:R:3:mulliken_charge:R:1
C 1.309350 -0.935563 1.139901 0.0 -0.1 0.1 -1.170
C 1.478922 0.021580 0.001989 -0.3 0.7 1.0 -0.352
N 0.713837 -0.203023 -1.458516 0.2 -0.6 0.3 -0.679
C 0.357832 0.810347 -0.502283 0.2 0.1 0.4 0.228
C -0.966413 0.614076 0.215044 0.2 0.2 0.0 -0.337
C -2.225997 0.563934 -0.553098 -0.2 0.2 -0.2 -0.474
N -1.675892 -0.644969 0.054078 0.1 -0.2 -0.1 -0.606
H 2.192297 -1.557253 1.303090 -0.1 0.1 0.0 0.372
H 0.435409 -1.571481 0.992070 0.1 0.1 0.1 0.380
H 1.136959 -0.325878 2.032975 0.0 -0.2 0.1 0.262
H 2.433031 0.545605 -0.086809 0.0 -0.3 0.0 0.428
H 1.683070 -0.638484 -1.245950 -0.2 0.2 -1.3 0.297
H 0.579949 1.865236 -0.706194 -0.1 -0.2 -0.3 0.439
H -0.977659 1.016732 1.229655 0.0 0.0 -0.2 0.350
H -3.151706 0.925891 -0.112620 0.2 0.0 -0.1 0.259
H -2.151875 0.674130 -1.633323 0.0 0.0 0.1 0.241
H -1.171113 -1.160880 -0.670010 -0.1 0.0 0.1 0.360
```
Forces are in eV/Å.

---

Record 4
Molecular formula: C25H72N6O11
Method: DFT, wB97M-V/def2-TZVPD

## Properties
SMILES: NC(N)=O.NC(N)=O.NC(N)=O.CC(C)O.CC(C)O.CC(C)O.CC(C)O.CC(C)O.CC(C)O.CCO.CCO
Net charge: 0
DFT total energy in eV: -58556.30914

Geometry as XYZ:
```
114
Properties=species:S:1:pos:R:3:forces:R:3:mulliken_charge:R:1
N -3.013236 -2.305321 -2.417392 1.9 0.3 -0.3 0.061
C -4.307122 -2.608512 -2.378258 3.4 0.6 1.7 0.673
N -4.930478 -2.105252 -3.358398 -3.9 1.9 -5.1 -0.390
O -4.858335 -3.181855 -1.502375 -1.9 -2.6 3.4 -0.717
H -2.390857 -2.502015 -1.646642 0.2 -0.2 -0.2 -0.117
H -2.735145 -1.763358 -3.223011 0.7 -0.1 0.6 0.163
H -4.463649 -1.570656 -4.076994 -0.6 -0.3 0.0 0.141
H -5.885036 -2.425084 -3.439764 0.1 0.5 -0.4 0.257
N -1.537232 -4.988901 1.108472 1.0 0.5 1.0 -0.228
C -1.709169 -4.635603 -0.161071 -1.5 -0.1 1.4 0.390
N -2.683234 -5.377306 -0.692790 -0.6 -0.5 -2.7 -0.366
O -1.184925 -3.670609 -0.730066 0.8 -0.2 0.0 -0.717
H -2.082627 -5.716683 1.547784 0.4 0.3 -0.2 0.186
H -0.818448 -4.495698 1.618569 0.1 -0.2 0.5 0.268
H -2.802483 -5.219545 -1.683243 -0.7 -0.2 0.3 0.233
H -3.312458 -5.972264 -0.172984 0.3 0.3 -0.3 0.140
N 2.749264 -4.450556 3.225509 3.3 -2.8 2.0 -0.406
C 1.727708 -3.810640 2.710098 -2.6 -3.8 -0.2 0.589
N 2.055863 -2.597826 2.490572 0.0 4.7 -1.4 0.132
O 0.630389 -4.351199 2.457006 1.2 0.8 0.7 -0.805
H 2.810594 -5.414697 3.520067 -0.8 0.2 -0.3 0.241
H 3.604058 -3.949157 3.420486 -0.3 -0.1 0.0 0.103
H 3.040767 -2.376886 2.455269 -0.5 0.4 -0.3 0.254
H 1.350291 -2.082263 1.984149 0.1 0.7 -0.4 -0.150
C 2.899397 -2.270543 -3.896883 1.4 0.4 0.5 -0.934
C 3.974959 -2.186144 -2.763112 -2.0 -1.7 -1.4 0.061
C 3.352832 -1.794111 -1.480673 0.2 1.5 1.2 -0.257
O 4.407798 -3.529361 -2.672197 2.0 -0.7 0.6 -0.628
H 2.666685 -1.271154 -4.264532 -0.5 -0.3 -0.2 -0.032
H 2.056667 -2.865262 -3.544429 -0.3 0.5 0.1 0.280
H 3.386240 -2.902533 -4.639628 -0.1 0.5 -0.5 0.439
H 4.812520 -1.561194 -3.072979 0.1 -0.1 0.1 0.388
H 2.562465 -2.479024 -1.173567 -0.2 0.2 -0.2 0.110
H 3.032795 -0.754670 -1.553082 -0.8 0.0 -0.2 -0.158
H 4.051220 -1.688980 -0.650440 0.4 -0.6 0.0 0.379
H 3.713477 -4.178954 -2.804665 -0.3 0.4 0.0 0.353
C 0.913148 -1.412434 5.413165 0.2 0.9 -0.5 -1.523
C 0.542454 -0.328073 4.365617 -2.4 -0.5 0.9 2.645
C -0.821962 0.319159 4.706835 0.0 -0.1 0.5 -1.662
O 1.499696 0.684831 4.311271 0.8 0.5 0.0 -0.560
H 0.136745 -2.150297 5.615281 0.1 -0.1 -0.5 0.377
H 1.102801 -0.912349 6.362927 0.1 0.1 0.0 0.386
H 1.842884 -1.867440 5.071602 0.0 -0.4 0.2 0.319
H 0.393986 -0.718190 3.358707 0.2 -0.5 0.0 -1.192
H -0.770456 1.094450 5.471277 0.5 0.4 -0.2 0.491
H -1.508084 -0.371943 5.196424 0.0 -0.5 -0.4 0.430
H -1.316007 0.706384 3.815730 0.1 0.2 0.1 0.142
H 2.290209 0.259135 3.971477 0.3 0.2 0.0 0.346
C -2.708676 3.175051 -3.777537 0.4 -0.1 1.6 -1.260
C -2.314639 2.211606 -2.610252 -0.4 -0.6 -1.1 1.152
C -3.537090 1.419601 -2.096271 1.1 0.6 -0.1 -0.929
O -1.333064 1.269491 -3.112843 -0.9 -0.2 0.5 -0.485
H -3.211706 2.620898 -4.569992 0.0 0.0 0.1 0.303
H -1.832365 3.694400 -4.165419 0.0 -0.1 -0.1 0.267
H -3.361595 3.937451 -3.352627 -0.2 0.1 -0.2 0.420
H -1.871670 2.672474 -1.727367 0.0 0.8 -0.2 -0.217
H -3.188031 0.838536 -1.242683 -0.2 -0.6 -0.3 -0.135
H -3.937901 0.840437 -2.928142 -0.1 -0.3 0.3 0.254
H -4.302673 2.072687 -1.677377 0.0 0.2 -0.3 0.464
H -0.622156 1.795910 -3.485809 0.3 0.2 -0.2 0.203
C 2.211205 1.843349 -2.665456 -1.4 0.5 0.5 -0.914
C 2.069087 2.796416 -3.870078 0.0 -0.3 0.8 0.595
C 2.742641 2.162980 -5.011035 1.7 0.1 -1.3 -1.394
O 0.693026 3.001833 -4.265153 0.1 -0.2 1.0 -0.535
H 1.530797 1.005381 -2.816967 0.2 -0.4 -0.3 0.182
H 1.867699 2.250587 -1.714527 0.0 0.5 -0.1 0.045
H 3.216496 1.483996 -2.445545 0.1 0.1 -0.6 0.370
H 2.522337 3.766599 -3.666544 0.0 0.1 0.2 0.390
H 2.529642 1.097571 -5.098320 -0.4 0.2 -0.3 0.155
H 3.825513 2.250372 -4.922457 0.2 -0.2 0.3 0.388
H 2.563086 2.744072 -5.915576 -0.4 -0.4 -0.3 0.413
H 0.662160 3.811187 -4.780517 -0.1 0.0 0.0 0.278
C -0.687751 3.889630 3.163279 -0.5 0.4 -1.8 -1.103
C -1.563020 4.231484 1.827119 1.3 -1.7 2.2 0.945
C -2.895132 3.565173 1.895167 -1.8 0.0 0.6 -1.321
O -1.870986 5.603607 1.823979 0.6 0.3 -0.5 -0.585
H -1.184546 4.488791 3.926363 0.2 -0.5 0.4 0.432
H 0.369112 4.147220 3.094014 0.0 0.9 -0.3 0.300
H -0.544953 2.829405 3.372145 -1.0 -0.1 0.2 0.016
H -0.988534 3.889009 0.966437 0.0 0.3 -0.4 0.006
H -3.570960 4.014507 1.167529 0.1 -0.2 -0.4 0.401
H -3.386749 3.836148 2.829513 0.2 0.4 0.4 0.456
H -3.057893 2.487673 1.919658 0.9 -0.1 -0.6 0.120
H -1.028447 6.034197 1.661773 0.0 0.5 0.0 0.364
C 3.412504 3.330751 1.930029 -0.1 -0.2 0.0 -1.176
C 4.259070 2.687422 0.845726 0.5 -0.4 -0.4 0.211
C 3.879648 1.244117 0.526041 0.1 -0.4 0.5 -0.841
O 4.135624 3.487697 -0.315128 -0.7 0.8 -0.5 -0.557
H 3.287915 2.677742 2.793833 0.1 -0.1 0.0 0.288
H 2.411126 3.504593 1.536171 -0.1 0.0 -0.1 0.127
H 3.799697 4.290175 2.273095 0.2 -0.1 -0.1 0.442
H 5.324695 2.691832 1.074920 0.1 0.0 0.7 0.323
H 2.817220 1.113607 0.320315 0.0 0.1 -0.2 -0.143
H 4.131119 0.573486 1.347693 -0.1 0.1 0.4 0.577
H 4.477421 0.824898 -0.283296 -0.1 0.3 -0.4 0.464
H 4.790792 3.271743 -0.982748 0.1 -0.2 0.2 0.352
C -3.272939 -0.882558 2.420521 0.5 0.9 0.5 -0.425
C -3.592018 -1.859108 1.333518 0.2 -0.6 0.3 1.028
O -4.999435 -2.118026 1.340377 0.6 0.4 0.0 -0.635
H -2.220779 -0.836553 2.701500 0.2 -0.4 -0.5 -0.463
H -3.772871 -1.086959 3.367293 -0.4 -0.1 -0.2 0.495
H -3.493231 0.131026 2.085538 -0.4 0.1 0.2 0.059
H -3.005245 -2.762082 1.502119 -0.2 -0.4 0.1 -0.136
H -3.187012 -1.495725 0.389050 -0.5 0.3 -0.3 -0.335
H -5.260199 -2.398361 0.460032 0.1 -0.3 -0.4 0.409
C -0.180752 0.998096 0.428088 -0.3 -2.0 0.2 -0.231
C -0.214164 -0.409235 -0.234185 -1.3 -0.3 0.7 0.971
O -0.212570 -1.492693 0.765535 1.5 1.9 0.3 -0.014
H 0.765737 1.165814 0.942024 0.1 0.2 -0.2 0.158
H -0.938890 0.951586 1.209853 -0.2 0.4 0.0 -0.074
H -0.426588 1.752740 -0.319031 0.2 0.0 0.1 -0.200
H 0.522554 -0.464516 -1.035617 0.4 -0.5 0.2 -0.039
H -1.191862 -0.577486 -0.685740 0.0 0.6 -0.5 -0.583
H -0.325796 -2.343168 0.334873 -0.4 -0.5 -0.7 -0.222
```
Forces are in eV/Å.

---

Record 5
Molecular formula: C33H28CuFGeN8O4
Method: DFT, wB97M-V/def2-TZVPD

## Properties
Net charge: -1
2S+1: 2
⟨S²⟩: 0.76
DFT total energy in eV: -158661.84668

Geometry as XYZ:
```
76
Properties=species:S:1:pos:R:3:forces:R:3:mulliken_spin:R:1
Cu -0.097620 0.383608 -1.168328 -0.6 -0.6 1.2 0.032
N -2.930798 2.031636 -1.638393 -0.3 0.7 -0.1 -0.001
C -1.863188 2.599583 -2.228172 0.8 -1.2 0.0 -0.004
N -1.999642 3.786968 -2.785014 0.4 0.6 -0.5 0.001
C -0.943360 4.184647 -3.499928 0.9 -0.5 0.1 0.001
N -1.069969 5.336287 -4.174404 -1.1 0.7 0.2 -0.001
N 0.257574 3.556196 -3.645141 -1.4 0.3 0.6 0.001
C 0.319441 2.432781 -2.930919 -0.9 0.2 -0.7 -0.024
N -0.691725 1.883968 -2.247984 0.0 1.4 -0.6 0.013
C 1.596811 1.701132 -3.014593 0.9 0.3 -0.2 0.009
C 2.667976 2.219407 -3.778331 -0.2 -0.5 0.6 0.005
C 3.852011 1.483372 -3.826873 -0.6 -0.5 0.0 -0.003
C 3.886624 0.259899 -3.130290 -0.5 0.5 0.2 0.003
C 2.774263 -0.142285 -2.383380 0.4 0.1 -0.4 -0.002
N 1.651186 0.571889 -2.321658 0.7 -0.2 -0.6 -0.019
H -3.774668 2.564874 -1.831260 0.2 -0.3 0.1 0.000
H -3.012062 1.026592 -1.794423 0.2 -0.4 0.1 -0.001
H -1.862201 5.918664 -3.903829 0.6 -0.2 -0.4 0.000
H -0.274915 5.688825 -4.660828 0.2 0.3 0.0 0.000
H 2.505347 3.177594 -4.259293 0.2 -0.2 -0.1 0.000
H 4.688024 1.787029 -4.459527 -0.2 0.0 0.3 0.000
H 4.758479 -0.372870 -3.132468 0.2 0.0 -0.1 0.000
H 2.783672 -1.082603 -1.836441 0.0 0.2 0.0 0.001
C 0.393607 0.077915 0.588968 0.6 0.1 0.8 0.932
Ge 0.166477 0.329695 2.488982 0.1 -1.1 -1.6 -0.128
C -0.205710 2.094407 3.131858 -0.3 1.1 0.6 0.009
C 0.253976 2.601342 4.363733 -0.6 0.7 -0.9 -0.001
C -0.041688 3.924466 4.727651 0.0 -0.7 -0.1 0.000
C -0.868684 4.711720 3.934438 0.2 -0.5 -0.4 0.000
C -1.365858 4.195968 2.726605 -0.3 -0.1 0.5 0.003
C -1.065366 2.891889 2.342368 0.7 0.0 0.3 0.007
C 1.737649 -0.526499 3.185047 0.8 0.9 0.6 0.019
C 2.000552 -1.860672 2.898661 0.6 -0.1 0.4 0.054
C 3.188108 -2.446914 3.337316 0.5 0.3 0.1 0.013
C 4.157014 -1.704088 4.047028 -1.1 0.1 -0.5 -0.001
C 3.908895 -0.342833 4.247791 0.2 -0.4 0.2 0.001
C 2.727319 0.240681 3.810238 -0.1 -0.5 0.3 -0.021
C -1.302655 -0.717712 3.190531 -0.3 -1.0 0.6 0.037
C -2.565732 -0.484298 2.639614 -0.1 -0.7 0.8 -0.006
C -3.677571 -1.210436 3.078167 -0.1 -0.7 0.3 0.005
C -3.551496 -2.210217 4.064083 2.1 1.2 -0.3 0.001
C -2.258508 -2.435368 4.632709 -1.0 0.3 -0.9 0.002
C -1.137469 -1.731233 4.178971 -1.1 0.6 -0.5 -0.001
H 1.389321 -0.425144 0.500877 -0.4 0.2 0.3 0.051
H 0.826798 1.989030 5.040248 0.2 -0.1 0.0 0.000
H 0.394668 4.299584 5.644241 -0.2 0.2 0.1 0.000
H -1.118545 5.708171 4.260081 0.0 0.2 -0.1 0.000
H -2.051568 4.796235 2.127971 0.2 -0.1 0.1 0.000
H -1.456340 2.471249 1.412749 0.1 0.2 0.1 0.004
H 1.290849 -2.443677 2.324544 -0.1 0.0 0.0 0.015
H 3.390095 -3.480567 3.076869 0.0 0.0 0.2 0.000
H 5.050509 -2.187215 4.427206 0.0 0.1 -0.1 0.000
H 4.611774 0.273350 4.787443 0.3 0.0 0.0 0.000
H 2.558671 1.297309 4.024111 0.1 -0.3 -0.2 0.000
H -2.666455 0.254536 1.859519 -0.1 0.1 -0.1 0.002
H -4.659944 -1.044512 2.632750 0.2 0.1 0.1 0.000
H -4.398050 -2.775813 4.379207 -0.4 -0.3 0.2 0.000
H -2.163960 -3.187472 5.402396 0.1 -0.1 0.1 0.000
H -0.156032 -1.954531 4.590705 -0.1 0.1 0.0 0.001
F -1.016783 -5.614732 -0.801876 -0.1 0.1 -0.5 0.000
C -0.731427 -5.017174 -1.973269 0.4 0.1 -0.8 0.000
C -1.528791 -4.074959 -2.524970 0.9 -0.4 0.6 0.000
N -1.149198 -3.401846 -3.662629 0.7 -0.9 -0.7 -0.002
C -1.908681 -2.230242 -4.068827 -0.2 -0.2 -0.3 0.002
C -1.909597 -1.152600 -2.959576 1.0 -0.7 0.2 -0.010
O -2.978232 -0.528056 -2.871633 0.2 0.6 0.3 0.001
O -0.847197 -1.121331 -2.264262 -1.5 -0.3 -1.2 -0.001
C -0.030661 -3.784394 -4.396070 0.4 1.5 -0.9 0.001
O 0.304711 -3.262704 -5.469396 -0.7 -0.7 1.4 0.000
N 0.784151 -4.746159 -3.822111 -0.9 -0.1 0.4 0.000
C 0.518573 -5.472301 -2.664816 -0.7 0.1 0.8 0.000
O 1.231181 -6.377423 -2.281270 -0.1 0.3 -0.2 0.000
H -2.471456 -3.771275 -2.077988 0.3 0.0 0.0 0.000
H -2.947830 -2.525548 -4.226262 0.0 0.0 -0.2 0.000
H -1.466374 -1.903065 -5.022836 -0.2 0.1 0.5 0.000
H 1.591686 -5.001736 -4.366393 0.1 -0.1 0.0 0.000
```
Forces are in eV/Å.

---

Record 6
Molecular formula: CH4O3
Method: DFT, wB97M-V/def2-TZVPD

## Properties
SMILES: O=CO.O
Net charge: 0
DFT total energy in eV: -7242.84245

Geometry as XYZ:
```
8
Properties=species:S:1:pos:R:3:forces:R:3:mulliken_charge:R:1
O 1.333623 1.307513 1.507111 4.1 0.4 1.3 -0.338
C 0.235146 1.476243 1.236352 -3.9 -0.4 -2.9 0.122
O -0.622798 0.379067 1.078636 -1.8 1.0 3.5 -0.432
H -0.287276 2.375547 0.808365 0.6 0.0 0.8 0.318
H -1.191316 0.515013 1.946650 1.0 -0.9 -2.7 0.329
O -0.054579 -1.942657 -2.213726 -3.2 4.3 -1.2 -0.610
H -0.023963 -2.803586 -1.988418 1.6 -3.9 1.1 0.294
H 0.611165 -1.307138 -2.374971 1.6 -0.4 0.2 0.317
```
Forces are in eV/Å.